(1)
This record from OMol25 describes the molecule C26H38O6. The level of theory is wB97M-V/def2-TZVPD.

Structure (XYZ):
```
70
Properties=species:S:1:pos:R:3:nbo_charge:R:1
C -1.97 6.24 0.17 -0.626
C -3.19 5.87 -0.67 -0.390
C -3.14 4.45 -1.23 -0.383
C -1.96 4.22 -2.18 -0.507
C -0.72 3.77 -1.44 0.848
O 0.30 4.41 -1.34 -0.639
O -0.88 2.56 -0.92 -0.517
C 0.23 2.04 -0.17 0.162
C 0.65 3.15 0.80 0.599
O -0.19 3.76 1.41 -0.548
C 2.13 3.46 1.02 -0.169
O 2.80 3.92 -0.13 -0.714
C 1.34 1.53 -1.11 -0.458
C 1.91 0.26 -0.47 -0.419
C 1.08 0.00 0.80 -0.209
C 0.86 -1.47 1.17 -0.224
C 2.19 -2.20 1.42 -0.390
C 2.52 -3.24 0.35 -0.451
C 1.40 -4.21 0.11 0.157
C 1.66 -5.45 -0.34 -0.344
C 0.63 -6.42 -0.69 0.552
O 0.91 -7.57 -1.00 -0.546
C -0.80 -5.93 -0.67 -0.509
C -0.92 -4.41 -0.68 -0.380
C -0.01 -3.72 0.34 -0.095
C -0.44 -4.11 1.76 -0.616
C 0.00 -2.19 0.12 -0.215
C -1.37 -1.51 0.05 0.114
O -2.08 -1.69 1.26 -0.736
C -1.19 -0.03 -0.33 -0.429
C -0.24 0.76 0.59 0.001
C -0.93 1.07 1.92 -0.637
H -1.08 6.32 -0.46 0.211
H -2.13 7.19 0.66 0.210
H -1.78 5.48 0.93 0.224
H -3.30 6.58 -1.49 0.191
H -4.09 5.95 -0.05 0.202
H -3.09 3.73 -0.42 0.210
H -4.07 4.27 -1.78 0.209
H -1.73 5.12 -2.74 0.229
H -2.21 3.42 -2.88 0.236
H 2.17 4.21 1.82 0.190
H 2.65 2.56 1.35 0.189
H 2.20 4.53 -0.60 0.499
H 2.11 2.28 -1.28 0.267
H 0.88 1.31 -2.08 0.217
H 1.84 -0.58 -1.17 0.205
H 2.96 0.39 -0.23 0.217
H 1.60 0.46 1.65 0.207
H 0.28 -1.47 2.09 0.227
H 3.01 -1.48 1.47 0.211
H 2.16 -2.71 2.39 0.208
H 2.72 -2.72 -0.60 0.219
H 3.43 -3.78 0.62 0.228
H 2.68 -5.78 -0.47 0.219
H -1.33 -6.37 -1.51 0.238
H -1.26 -6.34 0.23 0.230
H -1.96 -4.15 -0.48 0.213
H -0.67 -4.05 -1.68 0.203
H 0.22 -3.69 2.51 0.209
H -1.45 -3.76 1.95 0.239
H -0.41 -5.19 1.88 0.211
H 0.44 -2.04 -0.88 0.209
H -1.95 -1.96 -0.77 0.168
H -2.91 -1.20 1.20 0.475
H -0.82 0.00 -1.35 0.215
H -2.16 0.46 -0.32 0.216
H -1.75 1.77 1.76 0.225
H -0.24 1.51 2.63 0.210
H -1.33 0.15 2.34 0.232
```

The value obtained for the highest occupied orbital energy is -9.2647 eV. Its lowest unoccupied orbital energy is 0.38 eV. Its spin multiplicity is 1. As for the energy relative to the best compared isomer or geometry (same formula, charge and spin): 0.451 eV. As for the energy: -39864.6591 eV. The calculation puts the HOMO-LUMO gap at 9.646 eV. As for the SMILES: CCCCC(=O)O[C@]1(C(=O)CO)CC[C@@H]2[C@@H]3CCC4=CC(=O)CC[C@]4(C)[C@H]3[C@@H](O)C[C@@]21C.

***

(2)
This record from OMol25 describes an isolated ion of composition C10H13S2 and charge +1 in a non-equilibrium geometry. The level of theory is wB97M-V/def2-TZVPD.

Structure (XYZ):
```
25
Properties=species:S:1:pos:R:3:nbo_charge:R:1
C 1.56 1.58 2.44 -0.162
C 0.28 0.96 2.69 -0.185
C 2.39 1.14 1.39 -0.189
C -0.16 0.00 1.90 -0.220
C 1.82 0.31 0.41 -0.227
C 0.58 -0.25 0.73 -0.161
C 0.96 -2.04 -1.59 -0.776
C -1.78 0.62 -2.03 -0.570
C -0.31 0.54 -1.57 -0.516
C -2.60 -1.30 -0.34 -0.596
S -2.86 0.37 -0.55 0.397
S -0.11 -1.17 -0.69 0.951
H 2.03 2.30 3.13 0.243
H -0.27 1.28 3.61 0.249
H 3.41 1.53 1.29 0.246
H -1.02 -0.51 2.13 0.232
H 2.33 -0.15 -0.43 0.243
H 0.79 -2.54 -2.50 0.263
H 1.86 -2.39 -1.04 0.254
H -1.89 1.70 -2.41 0.276
H -1.84 -0.20 -2.80 0.241
H 0.34 0.61 -2.53 0.271
H -0.06 1.34 -0.78 0.262
H -2.79 -1.70 0.67 0.244
H -2.65 -2.05 -1.15 0.229
```

The value obtained for the highest occupied orbital energy (spin up / spin down) is -11.0095 / -12.2159 eV. Its lowest unoccupied orbital energy (spin up / spin down) is -5.16 / -4.10 eV. Its spin multiplicity is 1. As for the energy relative to the best compared isomer or geometry (same formula, charge and spin): 2.837 eV. As for the charge: +1. As for the energy: -32239.0555 eV. The calculation puts the HOMO-LUMO gap (spin up / spin down) at 5.853 / 8.118 eV.

***

(3)
This record from OMol25 describes C9H9Br3ClF2IN5OS as an isolated structure in a non-equilibrium geometry. The level of theory is wB97M-V/def2-TZVPD.

Structure (XYZ):
```
32
Properties=species:S:1:pos:R:3:nbo_charge:R:1
O 5.00 1.14 1.06 -0.488
C 3.89 1.69 0.49 0.515
Cl 3.24 3.33 1.08 0.025
C 3.18 0.88 -0.75 -0.568
C 1.54 0.89 -0.74 0.447
N 0.52 1.01 0.37 -0.426
C -0.86 1.00 -0.28 0.603
N -2.12 1.12 0.25 -0.272
C -3.41 1.13 -0.53 -0.248
C -3.87 -0.32 -1.16 -0.460
C -3.78 -1.58 -0.12 -0.553
I -1.82 -2.62 -0.31 0.082
N -2.24 1.31 1.64 -0.339
C -1.93 0.14 2.31 0.248
S -1.08 -0.98 3.33 0.236
N -0.50 0.83 -1.74 0.130
F -1.28 0.77 -2.87 -0.139
N 0.87 0.76 -2.11 0.141
F 1.44 0.62 -3.33 -0.076
H 3.57 1.38 -1.76 0.302
H 3.63 -0.22 -0.73 0.314
H -4.27 1.59 0.12 0.278
H -3.25 1.87 -1.45 0.240
H -3.30 -0.63 -2.14 0.242
H -5.01 -0.20 -1.47 0.255
H -4.05 -1.33 1.00 0.242
H -4.57 -2.39 -0.50 0.263
C 4.15 -2.16 1.99 -0.495
Br 2.29 -1.60 2.03 0.052
Br 4.99 -2.00 3.74 0.120
Br 4.35 -3.95 1.25 0.102
H 4.68 -1.48 1.32 0.227
```

The value obtained for the highest occupied orbital energy is -12.4437 eV. Its lowest unoccupied orbital energy is -4.68 eV. Its spin multiplicity is 1. As for the charge: +1. As for the energy: -265975.0531 eV. The calculation puts the HOMO-LUMO gap at 7.763 eV.

***

(4)
This record from OMol25 describes a 2-piece molecular cluster, C3H8OS overall in a non-equilibrium geometry. The level of theory is wB97M-V/def2-TZVPD.

Structure (XYZ):
```
13
Properties=species:S:1:pos:R:3:nbo_charge:R:1
C 1.30 0.27 -1.67 -0.755
C 1.02 -0.26 -3.06 0.433
O 0.53 0.42 -3.92 -0.510
H 0.59 1.10 -1.56 0.246
H 2.21 0.88 -1.53 0.247
H 1.32 -0.37 -0.79 0.230
H 0.93 -1.35 -3.17 0.109
C -1.44 -0.09 2.13 -0.750
S -1.13 -0.80 3.78 -0.058
H -2.51 -0.33 1.97 0.225
H -1.59 0.98 2.03 0.238
H -0.81 -0.66 1.46 0.221
H -0.43 0.22 4.32 0.124
```

The value obtained for the highest occupied orbital energy is -9.1928 eV. Its lowest unoccupied orbital energy is 0.70 eV. Its spin multiplicity is 1. As for the energy relative to the best compared isomer or geometry (same formula, charge and spin): 1.201 eV. As for the energy: -16122.0366 eV. The calculation puts the HOMO-LUMO gap at 9.890 eV. As for the SMILES: CC=O.CS.